(1)
A molecular structure, C42H38CaF2N2O4PSi. Source: the Open Molecules 2025 dataset; level of theory: ωB97M-V with the def2-TZVPD basis set.

The geometry in XYZ format:
```
91
Properties=species:S:1:pos:R:3:lowdin_charge:R:1
Ca 0.49 -2.71 0.50 1.48
P 0.29 1.36 -2.62 1.10
Si 1.81 -5.89 -0.23 0.34
F -1.24 -2.85 -1.22 -0.05
F -3.00 5.34 -0.27 0.04
O -0.37 -2.69 2.52 -0.21
O -0.31 -0.58 0.62 -0.20
O -1.74 -2.48 4.28 0.02
O 2.21 -1.57 -0.57 -0.21
N 0.73 -4.69 -0.77 -0.20
N -2.31 1.58 3.80 0.02
C 4.02 -0.24 -2.33 -0.04
C 0.44 -4.66 -4.49 -0.12
C -3.49 3.06 5.35 -0.16
C 4.83 0.57 -3.11 -0.09
C -2.38 3.16 0.37 0.05
C 1.04 1.99 0.01 -0.09
C 0.05 4.21 -2.20 -0.09
C -0.70 0.18 1.82 -0.33
C -1.15 -2.03 3.30 -0.62
C -1.77 0.85 0.96 -0.10
C 0.16 1.34 -0.79 -0.35
C 3.53 -5.82 -1.01 -0.18
C 1.14 1.87 1.45 -0.04
C 0.13 3.14 -3.08 -0.38
C -2.26 2.20 5.14 -0.33
C -0.52 -3.68 -4.68 -0.12
C -1.07 -3.07 -3.56 -0.04
C -0.28 5.76 -4.01 -0.10
C 2.11 1.15 -2.84 -0.33
C 0.86 -5.03 -3.22 -0.04
C 0.35 -4.43 -2.04 -0.35
C 1.69 -0.79 -1.41 -0.19
C -0.90 0.43 -0.25 -0.23
C 2.67 0.05 -2.20 -0.24
C -0.02 3.42 -4.44 -0.14
C -2.49 2.50 2.72 -0.06
C 4.28 1.68 -3.73 -0.10
C 2.93 1.99 -3.59 -0.09
C -1.30 -0.55 2.97 -0.05
C -0.20 4.71 -4.91 -0.10
C 1.16 -7.64 -0.44 -0.18
C -0.16 5.51 -2.65 -0.09
C -3.40 4.23 4.39 -0.15
C -2.98 3.78 3.01 -0.14
C 0.42 1.08 2.26 0.02
C -3.14 4.73 2.00 0.02
C -2.20 2.20 1.36 -0.08
C 2.06 -5.57 1.61 -0.19
C -2.05 0.20 3.79 -0.03
C -0.65 -3.47 -2.32 -0.22
C -2.83 4.41 0.70 -0.27
C -2.07 1.24 6.30 -0.06
H 1.11 -5.47 2.16 0.03
H -0.82 -3.38 -5.67 0.09
H 0.15 4.05 -1.13 0.08
H 0.89 -5.16 -5.34 0.09
H 1.92 2.47 1.91 0.10
H -1.38 2.87 5.13 0.15
H -1.19 0.60 6.19 0.09
H 1.09 -7.91 -1.50 0.02
H -3.56 3.41 6.38 0.11
H 3.59 -6.34 -1.97 0.01
H -2.16 2.92 -0.66 0.13
H 5.88 0.34 -3.22 0.09
H -1.43 -0.06 -1.06 0.12
H 0.63 1.09 3.32 0.12
H -2.62 0.17 0.96 0.17
H 1.62 -5.79 -3.11 0.08
H -4.37 2.45 5.14 0.13
H 1.80 2.60 -0.46 0.11
H 0.15 -7.73 -0.02 0.02
H -3.53 5.71 2.23 0.12
H 4.91 2.33 -4.34 0.09
H -1.81 -2.29 -3.63 0.11
H -2.66 4.94 4.77 0.12
H -2.47 -0.34 4.63 0.11
H 2.62 -6.39 2.07 0.02
H -1.95 1.83 7.20 0.08
H 2.53 2.87 -4.08 0.09
H 3.83 -4.78 -1.19 0.02
H -4.35 4.77 4.32 0.12
H -0.24 6.32 -1.94 0.10
H 1.81 -8.37 0.05 0.02
H -0.44 6.77 -4.37 0.09
H 4.28 -6.27 -0.35 0.02
H 0.00 2.60 -5.16 0.10
H -0.31 4.88 -5.97 0.10
H -2.93 0.59 6.44 0.09
H 4.40 -1.11 -1.80 0.11
H 2.64 -4.66 1.81 0.03
```

## Properties
* LUMO energy: 2.31 eV
* energy relative to the best compared isomer or geometry (same formula, charge and spin): 39.12 kcal per mole
* HOMO-LUMO gap: 6.33 eV
* charge: -1
* DFT total energy: -3542.10139 Eh
* multiplicity: 1

(2)
A molecular structure, C29H55N2O2PS2Si3Zr. Source: the Open Molecules 2025 dataset; level of theory: ωB97M-V with the def2-TZVPD basis set.

The geometry in XYZ format:
```
95
Properties=species:S:1:pos:R:3:lowdin_charge:R:1
Zr 0.69 0.92 0.01 1.35
S 0.58 3.21 0.98 0.38
S -2.82 3.04 1.56 0.37
P -1.36 4.10 0.88 -0.05
Si 2.67 -1.42 -1.63 0.41
Si 2.78 -1.12 1.61 0.47
Si 3.60 1.22 -0.29 0.37
O -1.08 5.52 1.49 -0.31
O -1.56 4.43 -0.66 -0.33
N -2.54 -3.00 0.55 -0.17
N 0.30 0.06 2.03 -0.12
C 1.64 -3.01 -1.57 -0.16
C -3.18 -0.95 -1.56 -0.02
C -1.95 -1.08 -0.94 -0.24
C -0.39 4.81 -2.71 -0.03
C -0.78 0.63 4.07 -0.01
C -3.65 0.29 -1.99 -0.02
C -1.56 6.70 -1.51 -0.03
C 2.00 -0.50 -3.14 -0.17
C -0.04 7.24 2.74 -0.03
C -0.77 0.51 2.70 -0.20
C 2.55 2.29 -1.52 -0.23
C 4.46 -0.90 2.41 -0.15
C -2.87 1.42 -1.83 -0.04
C -0.60 5.84 2.84 -0.44
C 3.78 2.21 1.31 -0.20
C -1.12 0.05 -0.80 -0.23
C -1.73 5.73 3.85 -0.05
C 4.43 -1.94 -2.00 -0.16
C 2.32 -2.93 1.78 -0.16
C 0.37 0.30 4.78 0.00
C -2.60 -2.21 1.81 0.03
C 1.43 -0.30 2.70 -0.28
C -1.54 -2.43 -0.43 -0.09
C -2.26 -4.44 0.83 0.03
C 5.30 1.27 -1.09 -0.15
C -0.75 5.43 -1.38 -0.44
C 2.54 -0.32 -0.07 -0.60
C -1.61 1.28 -1.23 -0.19
C 1.47 -0.17 4.08 -0.03
H -1.81 7.10 -0.53 0.08
H 2.98 -3.60 1.23 0.05
H 5.26 -1.06 1.68 0.05
H 2.38 -0.45 4.61 0.12
H 5.62 2.31 -0.97 0.06
H -3.81 -1.82 -1.73 0.12
H 4.41 -2.57 -2.90 0.05
H 0.41 0.41 5.85 0.13
H 2.66 0.29 -3.50 0.03
H -2.33 -5.00 -0.10 0.11
H -1.04 2.21 -1.13 0.03
H 0.15 5.60 -0.78 0.12
H -1.29 4.58 -3.27 0.09
H 4.76 1.97 1.74 0.04
H -3.46 -2.93 0.12 0.17
H 1.38 -3.41 -0.60 0.00
H -1.64 -2.31 2.32 0.11
H 3.80 3.27 1.05 0.05
H -4.62 0.37 -2.46 0.13
H 5.12 -1.11 -2.19 0.01
H -0.98 7.45 -2.05 0.10
H 0.73 -2.86 -2.16 0.03
H 0.75 7.30 1.99 0.09
H 4.86 -2.55 -1.20 0.04
H 1.91 -1.23 -3.95 0.05
H -2.78 -1.16 1.57 0.10
H -1.26 -4.52 1.25 0.11
H 2.56 3.34 -1.28 0.04
H 1.48 2.09 -1.80 -0.01
H 0.20 5.13 3.07 0.11
H 1.29 -3.15 1.48 0.00
H 1.00 -0.08 -3.00 0.02
H 6.03 0.65 -0.58 0.05
H 4.61 0.08 2.87 0.03
H -3.22 2.40 -2.13 0.13
H -1.66 1.01 4.57 0.13
H 0.38 7.54 3.71 0.09
H -2.48 6.51 -2.06 0.10
H 4.59 -1.65 3.19 0.05
H -0.83 7.95 2.49 0.10
H 5.31 1.04 -2.15 0.04
H 0.21 5.50 -3.29 0.10
H 0.19 3.89 -2.57 0.05
H -1.46 -3.17 -1.23 0.14
H 2.40 -3.19 2.84 0.05
H -0.58 -2.39 0.09 0.10
H -1.37 6.04 4.83 0.09
H -1.62 0.83 2.10 0.02
H -2.10 4.70 3.93 0.05
H -2.56 6.37 3.56 0.10
H 3.01 2.14 -2.50 0.05
H 3.03 2.08 2.09 0.01
H 2.21 -3.79 -2.09 0.05
H -3.39 -2.59 2.44 0.12
H -2.99 -4.81 1.55 0.11
```

## Properties
* LUMO energy: -5.95 eV
* energy relative to the best compared isomer or geometry (same formula, charge and spin): 0.00 kcal per mole
* HOMO-LUMO gap: 7.40 eV
* charge: +2
* DFT total energy: -3451.00507 Eh
* multiplicity: 1